[1]
Computed, not measured: 2 unconnected molecules or ions with the total composition C5H12FNP, with ωB97M-V with the def2-TZVPD basis set.

Calculated values
Total charge ... +1
Energy above the lowest of the compared OMol25 structures with the same formula, charge and spin ... 79.3 kJ/mol
Frontier orbital gap (spin up / spin down) ... 7.1410 / 8.1292 eV
HOMO level (spin up / spin down) ... -10.69 / -12.86 eV
LUMO (spin up / spin down) ... -3.55 / -4.73 eV
Electronic energy ... -693.26353 a.u.
Multiplicity ... 3

Atoms and positions in Å:
C1 0.664 1.089 -0.626
C2 2.084 1.107 -0.075
C3 0.899 -0.656 1.169
C4 -0.073 0.199 0.445
C5 -3.216 -0.518 -0.751
N1 2.169 0.131 1.132
F1 -1.022 0.742 1.201
P1 -1.790 -1.573 -1.230
H1 0.252 2.094 -0.621
H2 0.561 0.736 -1.634
H3 2.758 0.839 -0.983
H4 2.353 2.026 0.306
H5 0.541 -0.765 2.150
H6 1.163 -1.534 0.706
H7 -3.891 -0.442 -1.689
H8 -2.984 0.430 -0.535
H9 -3.855 -0.978 0.106
H10 2.964 -0.488 1.178
H11 2.100 0.687 2.026
H12 -2.453 -2.816 -0.672

=====

[2]
Computed, not measured: 2 unconnected molecules or ions with the total composition C4H10O2, with ωB97M-V with the def2-TZVPD basis set.

Calculated values
Total charge ... 0
Energy above the lowest of the compared OMol25 structures with the same formula, charge and spin ... 510.7 kJ/mol
Frontier orbital gap (spin up / spin down) ... 8.2239 / 8.2245 eV
HOMO level (spin up / spin down) ... -7.84 / -7.84 eV
LUMO (spin up / spin down) ... 0.39 / 0.39 eV
Electronic energy ... -308.70365 a.u.

Atoms and positions in Å:
C1 1.797 0.752 0.138
O1 0.472 1.065 0.252
C2 -0.356 0.280 -0.380
C3 0.697 -1.725 0.407
C4 -1.800 0.471 -0.051
O2 -2.385 1.523 -0.805
H1 2.149 0.685 -0.896
H2 2.395 1.393 0.782
H3 1.444 -0.628 0.383
H4 -0.080 -0.037 -1.386
H5 1.562 -2.307 0.757
H6 0.357 -2.192 -0.520
H7 -0.078 -1.820 1.171
H8 -2.358 -0.433 -0.312
H9 -1.905 0.640 1.030
H10 -1.912 2.333 -0.572

=====

[3]
Computed, not measured: a molecular structure, C14H25Cl2N2OP2Y, with ωB97M-V with the def2-TZVPD basis set.

Calculated values
Total charge ... +2
Energy above the lowest of the compared OMol25 structures with the same formula, charge and spin ... 122.0 kJ/mol
Frontier orbital gap ... 7.6168 eV
HOMO level ... -15.46 eV
LUMO ... -7.84 eV
Electronic energy ... -2374.20098 a.u.

Atoms and positions in Å:
C1 -1.139 -0.028 -3.823
C2 -1.284 -0.181 -2.448
H1 -2.095 0.164 -4.344
H2 -0.655 -0.948 -4.229
H3 -0.459 0.838 -3.962
O1 -1.690 -0.296 -1.355
Cl1 1.445 -0.053 -2.381
Y1 1.331 0.149 0.221
P1 0.697 -2.642 -0.496
C3 -0.451 -3.606 0.546
C4 0.439 -3.423 -2.137
H4 0.651 -4.505 -2.069
H5 2.395 -4.361 -0.238
H6 1.099 -2.961 -2.881
H7 3.122 -2.740 -0.602
H8 -1.478 -3.319 0.281
H9 -0.597 -3.271 -2.468
C5 2.350 -3.279 -0.029
H10 -0.299 -4.689 0.394
H11 2.528 -3.074 1.039
H12 -0.296 -3.334 1.597
P2 0.414 2.747 -0.719
C6 -0.702 3.694 0.356
C7 2.042 3.543 -0.434
H13 0.652 3.016 -3.143
H14 0.019 4.516 -2.365
H15 -1.050 3.093 -2.638
C8 -0.031 3.409 -2.378
H16 2.832 2.975 -0.944
H17 2.012 4.579 -0.808
H18 -0.623 4.777 0.161
H19 -0.466 3.476 1.403
H20 2.286 3.518 0.637
H21 -1.731 3.353 0.187
Cl2 3.375 0.381 1.537
N1 0.529 -1.579 5.937
C9 -0.037 -1.109 5.023
C10 -0.702 -0.538 3.872
C11 -1.992 -0.012 3.970
C12 -2.590 0.529 2.835
C13 -1.864 0.556 1.646
N2 -0.590 0.117 1.566
C14 -0.018 -0.473 2.658
H22 -2.504 -0.031 4.930
H23 -3.587 0.945 2.840
H24 -2.297 0.939 0.718
H25 1.009 -0.863 2.539

=====

[4]
Computed, not measured: 2 unconnected molecules or ions with the total composition C10H16O2, with ωB97M-V with the def2-TZVPD basis set.

Calculated values
Total charge ... -1
Energy above the lowest of the compared OMol25 structures with the same formula, charge and spin ... 181.1 kJ/mol
Frontier orbital gap (spin up / spin down) ... 2.7281 / 6.3744 eV
HOMO level (spin up / spin down) ... 0.62 / -3.08 eV
LUMO (spin up / spin down) ... 3.35 / 3.29 eV
Electronic energy ... -540.95905 a.u.
Multiplicity ... 2

Atoms and positions in Å:
C1 1.067 -2.898 0.106
C2 1.714 -1.556 -0.118
C3 -0.341 -2.663 0.903
O1 0.726 -3.055 -1.307
H1 1.769 -3.663 0.326
H2 1.214 -0.823 0.447
H3 -0.898 -1.711 0.721
H4 -0.894 -3.555 0.967
H5 -0.114 -2.281 1.896
H6 -0.112 -3.698 -1.375
H7 1.617 -1.294 -1.282
H8 2.843 -1.485 0.058
C4 -2.427 1.859 -1.630
C5 1.108 2.263 -0.229
C6 -0.041 2.383 -1.012
C7 0.848 1.665 1.039
C8 -1.214 1.869 -0.676
C9 -0.375 1.240 1.520
C10 -1.516 1.410 0.726
O2 1.728 1.773 2.028
H9 2.010 2.750 -0.585
H10 0.092 2.782 -2.074
H11 2.548 1.260 1.906
H12 -0.567 0.675 2.371
H13 -2.192 2.020 -2.693
H14 -3.079 2.597 -1.386
H15 -2.617 1.289 0.988
H16 -2.897 0.848 -1.633

=====

[5]
Computed, not measured: a molecular structure, C22H20Cl4N3O2Ta, with ωB97M-V with the def2-TZVPD basis set.

Calculated values
Total charge ... +2
Frontier orbital gap (spin up / spin down) ... 5.4954 / 5.4981 eV
HOMO level (spin up / spin down) ... -14.03 / -14.03 eV
LUMO (spin up / spin down) ... -8.53 / -8.53 eV
Electronic energy ... -3062.28273 a.u.

Atoms and positions in Å:
Ta1 -0.631 0.145 0.015
C1 -1.172 -0.902 2.966
N1 -0.519 0.162 2.263
C2 -1.157 1.541 2.499
C3 0.927 0.231 2.393
C4 1.630 -0.357 3.440
C5 2.994 -0.242 3.577
C6 3.732 0.481 2.613
C7 3.084 0.960 1.430
C8 1.661 0.879 1.318
N2 0.885 1.407 0.237
C9 1.529 1.835 -0.937
C10 2.574 2.808 -0.946
C11 3.065 3.270 -2.176
C12 2.598 2.676 -3.398
C13 1.463 1.855 -3.383
C14 0.900 1.514 -2.169
N3 -0.377 0.848 -2.106
C15 -1.556 1.836 -2.179
C16 -0.629 -0.186 -3.101
H1 -1.128 -0.854 4.076
H2 -0.783 -1.902 2.740
H3 -2.245 -0.929 2.737
H4 -1.106 1.840 3.558
H5 -2.272 1.412 2.251
H6 -0.690 2.301 1.821
H7 1.019 -0.934 4.148
H8 3.471 -0.601 4.460
H9 4.774 0.539 2.701
H10 3.638 1.162 0.521
H11 2.922 3.190 -0.018
H12 3.782 4.118 -2.232
H13 3.034 2.893 -4.375
H14 0.870 1.643 -4.249
H15 -1.512 2.399 -3.115
H16 -1.448 2.607 -1.355
H17 -2.462 1.224 -2.114
H18 -0.835 0.181 -4.115
H19 -1.574 -0.704 -2.824
H20 0.258 -0.847 -3.074
Cl1 -2.091 -6.231 -1.269
C17 -2.284 -4.657 -0.555
C18 -3.559 -4.014 -0.504
Cl2 -4.962 -4.907 -0.239
C19 -3.615 -2.595 -0.335
Cl3 -5.138 -1.833 -0.316
C20 -2.498 -1.838 -0.075
O1 -2.531 -0.481 -0.022
C21 -1.236 -2.543 -0.118
O2 -0.124 -1.795 -0.178
C22 -1.115 -3.945 -0.237
Cl4 0.441 -4.659 -0.049

=====

[6]
Computed, not measured: C4H8N2 in the gas phase, with ωB97M-V with the def2-TZVPD basis set.

Calculated values
Total charge ... 0
Energy above the lowest of the compared OMol25 structures with the same formula, charge and spin ... 65.2 kJ/mol
Frontier orbital gap ... 10.7597 eV
HOMO level ... -9.90 eV
LUMO ... 0.86 eV
Electronic energy ... -266.69716 a.u.
SMILES ... CC(C)(N)C#N

Atoms and positions in Å:
C1 -0.787 1.143 -0.441
C2 -0.028 -0.075 0.150
C3 1.514 -0.040 -0.138
N1 -0.385 -1.326 -0.510
C4 -0.499 -0.139 1.585
N2 -1.031 -0.254 2.609
H1 -1.824 0.878 -0.678
H2 -0.301 1.503 -1.350
H3 -0.839 1.981 0.267
H4 1.689 -0.785 -0.930
H5 2.138 -0.328 0.713
H6 1.813 0.926 -0.551
H7 -0.120 -2.092 0.101
H8 -1.339 -1.392 -0.826

=====

Largest force on an atom readings, ordered: 5.17; 0.39; 6.30; 5.56; 4.55; 1.34 eV Å⁻¹